Record 1
Computed, not measured: 7 unconnected molecules or ions with the total composition H14O7 in a non-equilibrium geometry, with the ωB97M-V functional and the def2-TZVPD basis.

## Properties
ΔE to the lowest compared entry with this formula, charge and spin, kJ/mol: 114.7
E_HOMO, eV: -11.3
2S+1: 1
SMILES string: O.O.O.O.O.O.O
HOMO-LUMO gap, eV: 11.573
E, Eh: -535.08014

Each line ends with the Mulliken charge.
Cartesian coordinates (Å):
O: -0.49866 0.17382 2.77600  -0.699
H: -0.49866 -0.76921 2.69165  0.306
H: -1.15399 0.30399 2.10876  0.413
O: -0.89903 -1.22369 -1.46615  -0.844
H: -1.08354 -1.72087 -2.27545  0.290
H: -0.59723 -0.32784 -1.79902  0.493
O: 1.35686 -2.41991 -0.30367  -0.731
H: 0.88715 -2.92631 0.35474  0.312
H: 0.57230 -2.08621 -0.84536  0.443
O: 1.89653 0.12916 0.94085  -0.758
H: 1.09342 0.12361 1.61643  0.382
H: 1.85368 -0.81150 0.69231  0.353
O: -2.12542 0.72711 0.50902  -0.774
H: -1.42088 1.37912 0.27539  0.416
H: -1.95369 -0.02421 -0.03422  0.364
O: 0.12838 0.67923 -2.45034  -0.655
H: 0.24157 1.40023 -1.75444  0.388
H: -0.21654 1.07098 -3.25698  0.330
O: 0.27246 2.00392 0.11570  -0.798
H: 0.29449 2.48569 0.91948  0.307
H: 0.93296 1.34544 0.33546  0.466

Cartesian forces, eV/Å:
0.999 -0.052 0.462
0.462 -1.274 0.708
-1.461 1.251 -1.273
-0.584 -0.955 0.315
-0.113 0.085 0.294
-0.048 -0.786 -0.061
-1.118 0.598 -0.770
0.039 -0.512 0.458
1.061 -0.025 0.539
-2.475 -0.379 2.264
2.190 0.244 -1.236
0.324 -0.040 -0.700
0.089 1.393 0.791
-0.461 -0.686 0.078
0.188 -1.064 -0.893
0.911 2.270 0.682
-0.150 -0.807 -1.241
-0.009 0.291 0.066
-0.599 0.396 -1.202
-0.291 1.374 1.084
1.047 -1.321 -0.365


Record 2
Computed, not measured: a gas-phase ion, C8H15F2N2Si (charge +1) in a non-equilibrium geometry, with the ωB97M-V functional and the def2-TZVPD basis.

## Properties
ΔE to the lowest compared entry with this formula, charge and spin, kJ/mol: 5.7
E_HOMO, eV: -13.9
2S+1: 1
SMILES string: C[n+]1ccn([Si](C)(C)C)c1C(F)F
HOMO-LUMO gap, eV: 11.018
Total charge: +1
E, Eh: -912.34129

Each line ends with the Mulliken charge.
Cartesian coordinates (Å):
C: 3.48630 1.01104 -0.21697  -0.842
N: 2.03874 1.10236 -0.05049  0.107
C: 1.33556 2.29391 -0.03586  -0.636
C: 0.03545 1.96446 0.04925  -0.250
N: -0.10302 0.63077 0.10351  0.102
Si: -1.78653 -0.45299 0.21907  0.352
C: -3.15517 0.79738 -0.18726  -1.105
C: -1.85738 -1.51773 1.75578  -1.147
C: -1.34674 -1.36924 -1.37412  -0.980
C: 1.16263 0.15893 0.05849  0.226
C: 1.67227 -1.30131 0.04307  0.442
F: 2.38505 -1.61453 1.18568  -0.287
F: 2.50972 -1.53080 -1.00585  -0.284
H: 3.60033 0.32148 -1.16088  0.339
H: 3.91936 1.98592 -0.43977  0.361
H: 4.01653 0.69825 0.73531  0.275
H: 1.82434 3.17585 -0.12526  0.536
H: -0.85845 2.68213 0.02452  0.376
H: -2.97632 1.26112 -1.11252  0.377
H: -3.97012 0.10327 -0.26841  0.372
H: -3.56867 1.43510 0.68681  0.319
H: -1.31685 -2.38372 1.80279  0.436
H: -1.57243 -0.91210 2.66043  0.354
H: -2.82563 -1.84202 1.92791  0.438
H: -0.91278 -0.64691 -2.23473  0.276
H: -0.45858 -1.94204 -1.20149  0.306
H: -2.16248 -1.95580 -1.77974  0.428
H: 0.88487 -2.15277 -0.05930  0.110

Cartesian forces, eV/Å:
1.081 -1.462 -1.072
0.369 2.752 0.362
-0.349 -2.225 -0.005
-2.504 2.906 -0.076
0.075 -2.119 0.839
1.056 0.856 -1.656
-0.064 -0.665 3.791
0.660 3.732 0.607
0.698 2.172 -1.465
-0.386 -3.583 -0.058
-1.316 -2.481 0.443
-0.498 0.868 -0.693
-0.189 0.530 0.090
0.529 1.300 2.257
-0.503 0.055 -0.173
-0.860 -0.257 -1.313
1.183 2.518 -0.217
1.563 -1.399 0.165
0.100 0.900 -1.017
-0.731 -0.528 -0.602
1.170 -0.517 -1.604
1.929 -2.122 -0.382
-0.274 -0.436 -0.782
-2.316 -0.339 0.215
-1.501 -1.231 1.921
-0.012 -0.952 0.050
0.067 -0.264 -0.125
1.025 1.989 0.501


Record 3
Computed, not measured: a molecular structure, C31H58N8O2PPd, with the ωB97M-V functional and the def2-TZVPD basis.

## Properties
ΔE to the lowest compared entry with this formula, charge and spin, kJ/mol: 46.4
E_HOMO (alpha / beta), eV: -15.9 / -16.2
2S+1: 5
HOMO-LUMO gap (alpha / beta), eV: 9.302 / 6.329
Total charge: +3
E, Eh: -2272.90620

Each line ends with the Löwdin spin population.
Cartesian coordinates (Å):
Pd: -1.95064 -0.40365 -0.45114  1.318
C: -4.58201 -0.96925 3.62976  0.009
C: -3.29889 -0.55032 2.89439  0.009
C: -2.81398 0.81085 3.37817  0.001
C: -3.56172 -0.61681 1.41188  0.078
C: -3.53112 -1.86050 0.75373  0.049
C: -3.80991 -1.97105 -0.60876  0.072
C: -4.16950 -0.83947 -1.38183  0.063
C: -4.49277 -0.95592 -2.84107  0.010
C: -4.22020 0.40189 -0.72387  0.061
C: -3.89636 0.51900 0.63418  0.070
H: -4.40244 -0.98010 4.70398  0.001
H: -4.91851 -1.96235 3.33146  0.000
H: -5.38842 -0.26165 3.42945  0.000
H: -2.52236 -1.29207 3.10925  0.001
H: -3.59159 1.57182 3.29281  0.000
H: -1.93110 1.14670 2.82972  0.000
H: -2.54607 0.74834 4.43172  0.000
H: -3.26682 -2.74711 1.31417  0.001
H: -3.74712 -2.93846 -1.08872  0.003
H: -3.64498 -0.64514 -3.45415  0.004
H: -5.33414 -0.31305 -3.09620  0.002
H: -4.74541 -1.98019 -3.10676  0.000
H: -4.47258 1.29003 -1.28870  0.002
H: -3.92119 1.49585 1.09712  0.002
N: -0.80698 -3.63892 -0.30789  0.002
C: 0.18054 -3.32304 0.72302  0.002
C: -0.25504 -3.92165 2.06039  0.001
C: -0.07575 -5.44537 2.20567  0.000
C: 1.05917 -5.86192 3.14285  0.000
N: 2.41104 -5.73376 2.58496  0.000
C: 3.10199 -6.72814 2.03122  0.000
N: 2.50199 -7.86238 1.68050  0.000
N: 4.40755 -6.58076 1.80026  0.000
C: 0.38182 -1.80297 0.85988  0.013
O: 0.95298 -1.35881 1.84621  0.037
O: -0.00438 -1.05098 -0.12971  0.130
H: -1.12403 -4.59634 -0.20727  0.000
H: -0.41638 -3.55477 -1.23825  0.000
H: 1.18422 -3.70071 0.47274  0.000
H: -1.31253 -3.67317 2.18941  0.000
H: 0.27602 -3.40243 2.85842  0.000
H: 0.06118 -5.91882 1.22716  0.000
H: -0.98459 -5.87982 2.62517  0.000
H: 0.92800 -6.89059 3.48096  0.000
H: 1.03744 -5.24960 4.04388  0.000
H: 2.91129 -4.87749 2.76312  0.000
H: 1.50563 -7.97241 1.74900  0.000
H: 3.03827 -8.67096 1.41164  0.000
H: 4.93585 -5.85483 2.25410  0.000
H: 4.93095 -7.28814 1.31144  0.000
N: -1.17069 1.38055 -1.31769  0.822
P: 0.19379 2.17410 -1.43140  0.113
N: 1.15917 2.03857 0.03678  0.554
C: 2.57542 2.34915 0.10320  0.066
C: 3.21876 1.57918 1.25198  0.018
C: 2.62932 2.00734 2.60429  0.002
C: 1.18723 2.50837 2.44003  0.018
C: 0.49460 1.78805 1.29030  0.081
N: 1.18158 1.61245 -2.58202  0.103
C: 1.07497 2.11123 -3.97256  0.005
C: 2.47222 2.45603 -4.50101  0.005
C: 3.53911 1.56615 -3.84971  0.001
C: 2.95523 0.19207 -3.53788  0.002
C: 1.85175 0.29179 -2.47721  0.007
N: -0.03041 3.77169 -1.54320  0.107
C: 1.10638 4.70947 -1.69631  0.008
C: 0.69321 5.85204 -2.61149  0.004
C: -0.45355 6.66686 -1.99125  0.001
C: -1.31023 5.80414 -1.05418  0.001
C: -1.39364 4.37091 -1.54960  0.018
H: 2.65509 3.43285 0.28885  0.037
H: 3.02597 2.16170 -0.86899  0.006
H: 4.29405 1.74651 1.21850  0.001
H: 3.04727 0.51321 1.08097  0.000
H: 3.23618 2.79400 3.05079  0.000
H: 2.65299 1.15987 3.28776  0.000
H: 1.16577 3.58427 2.24803  0.002
H: 0.60897 2.33970 3.34715  0.000
H: -0.56527 2.03054 1.18252  0.015
H: 0.55735 0.69083 1.45317  0.042
H: 0.40911 2.97293 -3.99727  0.000
H: 0.60835 1.32820 -4.57336  0.001
H: 2.69895 3.50958 -4.33127  0.000
H: 2.46690 2.31148 -5.58211  0.001
H: 3.90769 2.02793 -2.92868  0.000
H: 4.40273 1.47365 -4.50575  0.000
H: 3.72255 -0.49350 -3.17927  0.000
H: 2.55210 -0.24483 -4.45372  0.000
H: 2.26366 0.19347 -1.47113  0.003
H: 1.11586 -0.50565 -2.59325  0.002
H: 1.95786 4.16363 -2.10499  0.000
H: 1.39361 5.09892 -0.71362  0.002
H: 0.39475 5.43312 -3.57606  0.000
H: 1.56102 6.48233 -2.80343  0.001
H: -1.07088 7.08184 -2.78754  0.000
H: -0.05489 7.51482 -1.43517  0.000
H: -2.31904 6.20717 -0.97222  0.000
H: -0.89481 5.80141 -0.04281  0.000
H: -1.78958 4.33471 -2.56819  0.004
H: -2.04492 3.76659 -0.91946  0.008

Cartesian forces, eV/Å:
0.078 0.018 0.018
-0.001 0.007 0.004
0.011 0.002 0.008
0.001 0.004 0.001
-0.040 0.072 -0.021
-0.001 -0.036 -0.026
-0.020 0.050 0.014
-0.024 0.022 0.008
0.010 -0.020 0.004
-0.015 0.002 0.040
-0.031 -0.066 -0.001
-0.004 0.001 0.001
0.003 0.000 -0.004
-0.002 -0.002 0.001
-0.007 -0.006 0.001
0.002 0.003 0.006
0.004 -0.005 -0.012
-0.003 0.001 0.002
0.019 -0.001 -0.025
0.033 0.001 0.000
-0.003 0.009 0.000
-0.004 -0.004 0.002
0.004 0.000 -0.002
-0.002 -0.002 -0.003
0.013 0.001 0.007
-0.028 -0.024 0.053
-0.032 0.033 -0.036
0.003 0.011 0.035
0.014 0.010 -0.001
-0.032 0.012 0.011
0.016 -0.020 0.014
-0.016 0.006 -0.005
0.000 0.005 0.005
0.015 0.001 -0.002
0.002 -0.074 0.037
0.005 0.018 -0.023
-0.050 0.022 -0.052
0.046 -0.027 -0.049
0.003 0.053 0.002
-0.004 -0.046 0.019
0.009 0.000 0.018
0.022 0.002 -0.010
0.006 -0.002 0.003
-0.007 0.006 -0.014
0.014 -0.007 -0.016
-0.010 -0.015 0.011
-0.005 0.007 -0.012
0.001 0.000 0.001
0.001 0.000 0.001
-0.001 0.000 0.002
-0.002 -0.001 0.001
-0.073 -0.131 -0.072
0.158 0.180 0.127
-0.047 0.008 -0.131
-0.002 0.017 0.028
-0.003 -0.032 0.018
0.018 -0.001 0.013
-0.024 -0.009 -0.037
0.025 -0.001 0.106
-0.032 -0.071 0.000
-0.010 0.017 -0.035
-0.007 0.016 0.006
-0.007 -0.018 -0.010
0.006 0.006 0.008
0.004 0.015 0.017
0.020 -0.131 -0.003
0.003 0.025 0.015
0.009 0.001 -0.002
0.007 -0.004 -0.002
0.000 -0.011 0.002
0.005 0.018 -0.021
0.000 -0.013 0.010
0.002 0.001 -0.011
0.002 0.007 -0.016
0.000 0.008 0.008
-0.005 0.001 0.004
0.001 -0.003 -0.007
-0.004 0.004 0.002
0.000 0.003 0.005
-0.010 0.022 -0.014
0.009 0.019 -0.031
0.005 -0.001 0.004
0.002 -0.005 0.006
-0.007 -0.002 0.014
0.003 -0.002 -0.001
0.003 0.000 0.005
-0.001 0.002 0.000
-0.001 -0.001 0.000
-0.002 0.000 -0.001
0.004 -0.001 -0.005
-0.008 0.001 -0.005
-0.003 0.007 -0.014
0.004 0.013 -0.017
-0.003 -0.001 0.001
-0.003 0.002 0.001
-0.005 0.000 0.002
0.000 0.000 0.001
0.002 0.007 -0.002
-0.006 0.006 0.004
-0.011 0.003 0.010
-0.007 0.003 0.001